[1]
{
  "formula": "C18H19N2O4S",
  "method": "wB97M-V/def2-TZVPD",
  "max_force_ha_per_bohr": 0.0826,
  "e_lumo_ev": -3.79,
  "total_charge": 1,
  "e_homo_ev": -12.0,
  "symbols": ["C", "C", "S", "C", "C", "N", "C", "C", "N", "H", "H", "H", "H", "H", "H", "H", "H", "H", "H", "H", "C", "C", "C", "O", "C", "C", "C", "O", "H", "H", "H", "H", "C", "C", "C", "O", "C", "C", "C", "O", "H", "H", "H", "H"],
  "xyz": [[-2.858958, -3.094666, 3.598495], [-3.676689, -1.971850, 2.828805], [-2.753956, -1.074464, 1.505089], [-0.936649, -1.264620, 1.685036], [-0.349437, -0.641701, 3.012459], [0.984943, -0.741888, 3.341318], [1.127782, -0.103876, 4.620347], [-0.191248, 0.401534, 4.998270], [-1.089585, 0.047563, 3.943145], [-2.403951, -2.639532, 4.534767], [-3.587248, -3.899367, 3.930113], [-2.072046, -3.617743, 2.990606], [-4.049504, -1.231559, 3.595440], [-4.573424, -2.463422, 2.363329], [-0.698195, -2.376690, 1.734711], [-0.399009, -0.892888, 0.756716], [1.729655, -1.193162, 2.809981], [2.064250, -0.007378, 5.224904], [-0.502923, 0.961506, 5.911066], [-2.085950, 0.284671, 3.926521], [-2.131833, 2.154199, -3.345760], [-1.420937, 1.045294, -3.144725], [-0.960627, 0.665994, -1.793235], [-0.307136, -0.347983, -1.605026], [-1.318487, 1.559492, -0.673387], [-2.028527, 2.667899, -0.869481], [-2.491453, 3.051119, -2.223681], [-3.139773, 4.058816, -2.404347], [-2.477101, 2.448949, -4.328482], [-1.149559, 0.377848, -3.952914], [-0.971482, 1.262381, 0.308103], [-2.298753, 3.333648, -0.059296], [3.640150, -0.944073, -2.899982], [2.795273, 0.072999, -2.739466], [3.008957, 1.364801, -3.427923], [2.236971, 2.292773, -3.278301], [4.196106, 1.484430, -4.303152], [5.042114, 0.467574, -4.464349], [4.828625, -0.825650, -3.775498], [5.596888, -1.753386, -3.922576], [3.499675, -1.896254, -2.403740], [1.921435, 0.004258, -2.104641], [4.335797, 2.436650, -4.799238], [5.915821, 0.537753, -5.100019]],
  "atomic_forces_ev_per_a": [[-0.47, 0.05, 0.50], [0.37, -1.03, 1.23], [0.09, 0.52, -0.43], [0.63, -1.15, 1.46], [-0.58, -0.29, -1.79], [-2.77, 1.81, 2.66], [-3.13, 1.14, 0.67], [2.75, -1.36, -1.43], [3.82, -0.77, 0.44], [-0.34, -0.72, -1.17], [0.91, 1.01, -0.30], [-0.79, 0.65, 0.48], [0.31, -0.72, -0.94], [0.98, 0.77, 0.07], [-0.17, 1.31, -0.02], [-0.91, -0.12, 1.00], [-0.55, 0.15, 0.11], [-1.03, -0.27, -1.04], [0.35, -0.68, -1.12], [0.56, -0.38, -0.50], [0.11, -0.22, -0.07], [-0.06, 0.06, -0.11], [0.06, -0.10, -0.14], [-0.09, 0.08, 0.23], [-0.11, 0.17, 0.03], [0.12, -0.13, 0.27], [-0.19, 0.29, -0.21], [0.11, -0.18, 0.10], [-0.01, 0.04, 0.03], [0.03, -0.01, 0.04], [0.01, 0.07, 0.01], [-0.02, 0.03, -0.05], [-0.20, 0.09, 0.12], [0.08, -0.20, 0.11], [-0.11, 0.22, -0.03], [0.03, -0.16, 0.03], [0.18, -0.05, -0.10], [-0.07, 0.24, -0.05], [0.24, -0.24, -0.09], [-0.13, 0.13, 0.06], [0.04, -0.02, -0.04], [-0.01, 0.00, -0.05], [-0.04, 0.01, 0.02], [0.00, -0.05, 0.02]]
}

[2]
{
  "formula": "C18H19N3O",
  "method": "wB97M-V/def2-TZVPD",
  "max_force_ha_per_bohr": 0.0255,
  "e_lumo_ev": 0.30,
  "e_homo_ev": -7.5,
  "symbols": ["O", "C", "N", "N", "C", "C", "C", "C", "C", "C", "C", "H", "H", "H", "H", "H", "H", "H", "C", "N", "C", "C", "C", "C", "C", "C", "C", "C", "C", "H", "H", "H", "H", "H", "H", "H", "H", "H", "H", "H", "H"],
  "xyz": [[-3.835721, -2.394238, -0.560090], [-2.785298, -1.819039, -0.745856], [-1.626674, -2.312257, -0.220290], [-0.426283, -1.748725, -0.418606], [0.572803, -2.159896, 0.252952], [1.892964, -1.596337, 0.075426], [2.895467, -1.868468, 1.007289], [4.154429, -1.320266, 0.856889], [4.431757, -0.503360, -0.227499], [3.444960, -0.238781, -1.164806], [2.184735, -0.780736, -1.018595], [1.407286, -0.584899, -1.737897], [3.662374, 0.393017, -2.012773], [5.417386, -0.077274, -0.343138], [4.923290, -1.530497, 1.585924], [2.679787, -2.502939, 1.855655], [0.467087, -2.953374, 1.005367], [-1.710569, -3.136426, 0.384110], [-2.647353, -0.499115, -1.496074], [-2.365901, 0.592920, -0.592620], [-1.120230, 1.194242, -0.546967], [-0.414542, 1.450452, -1.727196], [0.796178, 2.110594, -1.708006], [1.342949, 2.530001, -0.507454], [0.649984, 2.290508, 0.663787], [-0.573906, 1.639572, 0.666357], [-1.292400, 1.438968, 1.975101], [-2.396303, 0.396472, 1.854715], [-3.196208, 0.696859, 0.588868], [-4.042287, 0.016065, 0.487890], [-3.586878, 1.720893, 0.650863], [-3.047605, 0.419643, 2.729474], [-1.960594, -0.601334, 1.782066], [-0.572984, 1.147643, 2.744215], [-1.730346, 2.393335, 2.286943], [1.065460, 2.615152, 1.608107], [2.293385, 3.040886, -0.484096], [1.312797, 2.303957, -2.637178], [-0.834889, 1.151647, -2.675956], [-3.592643, -0.318116, -2.021978], [-1.835484, -0.596730, -2.214938]],
  "atomic_forces_ev_per_a": [[-0.12, -0.02, 0.00], [0.02, 0.20, -0.21], [-0.09, -1.09, 0.72], [0.54, 0.45, -0.26], [-0.79, -0.41, 0.20], [0.70, 0.30, -0.17], [-0.26, 0.01, -0.11], [0.15, 0.04, 0.03], [0.04, 0.00, 0.03], [0.03, 0.00, -0.01], [-0.04, -0.20, 0.13], [-0.05, 0.04, -0.08], [0.01, 0.07, -0.08], [0.08, 0.03, -0.01], [0.05, -0.01, 0.05], [-0.03, -0.07, 0.08], [-0.07, 0.06, -0.05], [-0.05, 0.31, -0.24], [-0.19, 0.07, -0.16], [-0.21, -0.21, 0.01], [0.42, 0.40, -0.07], [0.00, 0.01, -0.04], [-0.03, 0.02, -0.02], [0.10, 0.13, 0.08], [0.09, 0.03, -0.19], [-0.11, -0.06, 0.03], [-0.11, -0.14, 0.06], [-0.05, 0.17, -0.03], [-0.07, 0.04, 0.27], [0.01, 0.08, -0.03], [-0.08, -0.08, 0.05], [0.00, -0.03, 0.01], [-0.03, -0.05, 0.01], [-0.01, 0.06, 0.00], [0.01, -0.04, 0.05], [0.03, 0.02, 0.11], [0.09, 0.04, 0.00], [0.04, 0.01, -0.09], [-0.06, -0.02, -0.08], [0.15, -0.20, 0.03], [-0.10, 0.05, -0.01]]
}